A cluster of 2 separate species, C9H16N3O in total at a distorted geometry, computed with ωB97M-V/def2-TZVPD.

Results
Energy above the lowest of the compared OMol25 structures with the same formula, charge and spin in eV: 0.6300
Energy in Ha: -591.8325
HOMO-LUMO gap in eV: 9.0127
Strongest force on any atom in Eh/bohr: 0.0456
Charge: +1
Highest occupied orbital energy in eV: -11.6868

CARTESIAN COORDINATES (ANGSTROEM)
C -1.396 -1.098 -3.322
C -1.079 1.085 -2.242
N -0.602 -0.040 -2.690
N -2.337 1.542 -2.525
N -0.362 1.797 -1.378
H 0.362 -0.224 -2.464
H -2.700 2.213 -1.866
H -2.542 1.824 -3.477
H 0.471 1.461 -0.883
H -0.528 2.778 -1.195
H -1.608 -1.900 -2.603
H -0.758 -1.537 -4.081
H -2.400 -0.814 -3.614
C -0.912 -1.549 3.751
C 1.604 0.709 1.986
C 0.915 0.002 2.976
C 1.586 0.119 0.732
C 0.134 -1.122 2.706
C 0.929 -1.079 0.477
C 0.060 -1.636 1.411
O 2.256 0.705 -0.355
H 2.073 1.672 2.120
H 0.984 0.242 4.033
H 3.188 0.854 -0.090
H 0.912 -1.501 -0.520
H -0.330 -2.122 4.476
H -1.683 -2.123 3.269
H -0.517 -2.541 1.270
H -1.249 -0.678 4.306

Results of the Mulliken charge analysis, in e, for atoms 1 through 4: number 1, C, carries -0.894; number 2, C, carries 0.749; number 3, N, carries -0.154; number 4, N, carries -0.485